ORCA calculation (the ωB97M-V functional and the def2-TZVPD basis) on a 2-piece molecular cluster, CH3FO2S overall at a distorted geometry.

Values from the calculation:
- DFT total energy: -688.38525 a.u.

Structure (XYZ):
```
8
Properties=species:S:1:pos:R:3:forces:R:3
C -1.740 -0.157 -0.140 1.512 -2.439 1.608
O 2.864 1.577 -0.284 0.982 -2.522 0.509
O 2.245 -0.363 1.082 0.675 -0.161 -0.374
F -1.086 -1.406 -0.373 0.737 0.226 0.088
S 3.184 0.203 0.150 -1.692 2.682 -0.130
H -1.553 0.395 -0.983 0.294 1.653 -2.101
H -1.181 0.330 0.729 -1.680 -0.726 -0.730
H -2.733 -0.578 -0.182 -0.828 1.286 1.131
```
Positions in Å, forces in eV/Å.